14
Properties=species:S:1:pos:R:3:lowdin_charge:R:1 method="wB97M-V/def2-TZVPD" orbital_gap_ev="9.673 / 9.674" homo_ha="-0.339 / -0.339" smiles="C=[N+](C)[O-].FCF" de_lowest_ev=2.049 e_lumo_ev="0.440 / 0.439"
C 0.1822 -0.8165 1.3677 0.068
C 0.9772 -0.1295 -0.8522 0.013
C -3.6548 0.2000 0.0258 -0.264
N 0.1280 0.0640 0.3821 -0.374
O -0.3862 1.2180 0.4606 -0.101
F -3.6953 -1.1626 -0.1665 -0.027
F -4.2421 0.7797 -1.0232 0.031
H 0.4276 -1.8127 1.1127 0.063
H -2.5599 0.4099 0.1608 0.106
H -0.4850 -0.5448 2.2273 0.106
H 0.5975 0.6334 -1.4975 0.081
H 2.0525 -0.0209 -0.8030 0.093
H 0.7681 -1.0604 -1.3088 0.073
H -4.2753 0.4362 0.9239 0.131



14
Properties=species:S:1:pos:R:3:lowdin_charge:R:1 method="wB97M-V/def2-TZVPD" orbital_gap_ev="8.205 / 7.511" homo_ha="-0.360 / -0.353" de_lowest_ev=5.513 e_lumo_ev="-1.581 / -2.092"
C -1.1057 -0.5470 0.6844 -0.635
C -2.4060 -0.2730 -0.0793 -0.003
C 2.3397 -0.0158 0.2095 -0.179
N 1.6768 0.3006 1.4389 0.127
N -0.3940 0.5222 0.8370 0.076
O -0.7712 -1.6315 1.0991 0.040
F -0.7601 1.6990 0.2257 -0.033
H -2.3231 -0.3626 -1.1416 0.064
H -2.8096 0.7935 0.1679 0.109
H -3.1724 -1.0440 0.2187 0.097
H 2.7831 0.9538 -0.0820 0.078
H 3.1533 -0.7662 0.4243 0.107
H 1.6493 -0.3736 -0.5612 0.085
H 1.5184 -0.5719 1.9692 0.068



15
Properties=species:S:1:pos:R:3:lowdin_charge:R:1 method="wB97M-V/def2-TZVPD" orbital_gap_ev=10.051 homo_ha=-0.343 smiles="NC[C@](N)(F)C(=O)O" de_lowest_ev=1.248 e_lumo_ev=0.727
C -1.2636 -0.6856 0.0763 -0.457
C 0.7379 0.8793 -0.3279 -0.149
C 0.3116 -0.6838 -0.0199 -0.481
N -0.3321 1.3968 -1.1887 0.011
N 0.9200 -1.0342 1.1931 0.108
O -1.6050 -0.2453 1.3076 0.104
O -2.0801 -1.0258 -0.7261 0.155
F 0.7558 -1.4420 -1.0777 0.044
H 0.8223 1.5539 0.4872 0.095
H 1.7553 0.6513 -0.8128 0.129
H -0.2307 2.3778 -1.3543 0.066
H -0.6314 0.8898 -1.9906 0.073
H 1.7667 -1.5586 1.0568 0.097
H 0.2547 -1.5975 1.7136 0.095
H -1.1816 0.5238 1.6633 0.109



13
Properties=species:S:1:pos:R:3:lowdin_charge:R:1 method="wB97M-V/def2-TZVPD" orbital_gap_ev=11.219 homo_ha=-0.392 smiles="C[C@H](O)F.C=O" de_lowest_ev=0.815 e_lumo_ev=0.558
C -0.4626 0.9587 2.2447 -0.038
C -0.6212 -0.1432 -3.1705 -0.129
C 0.0799 0.4889 0.9620 -0.471
O 0.2975 0.0285 -2.4447 0.009
O -0.8051 0.9275 -0.1041 -0.008
F 0.2429 -0.8534 0.8330 0.029
H -0.1827 0.6844 3.2760 0.090
H -0.5439 2.0649 2.1479 0.094
H -1.5737 0.7106 2.2334 0.105
H -1.6701 0.2227 -2.8678 0.109
H -0.5707 -0.5151 -4.2353 0.095
H 1.0129 0.9847 0.6796 0.145
H -0.4648 0.8559 -0.9405 -0.030



12
Properties=species:S:1:pos:R:3:lowdin_charge:R:1 method="wB97M-V/def2-TZVPD" orbital_gap_ev=9.726 charge=+1 homo_ha=-0.513 de_lowest_ev=1.935 e_lumo_ev=-4.238
C -1.1367 0.4522 1.5907 0.063
C -1.0119 0.1504 0.3092 -0.288
C -0.2017 -0.9900 -0.1638 -0.776
N 0.7530 -0.6064 -1.2569 0.112
I -1.3730 -2.6866 -0.8695 0.898
H -1.7562 1.2678 1.9198 0.082
H -0.6356 -0.1100 2.3618 0.074
H -1.5505 0.7062 -0.4462 0.110
H 0.6134 -1.3859 0.9269 0.232
H 1.4575 0.0618 -0.9101 0.178
H 1.2344 -1.4374 -1.6303 0.147
H 0.2362 -0.1561 -2.0303 0.168



13
Properties=species:S:1:pos:R:3:lowdin_charge:R:1 method="wB97M-V/def2-TZVPD" orbital_gap_ev=9.170 homo_ha=-0.306 de_lowest_ev=4.285 e_lumo_ev=0.846
C 0.1081 -2.8764 -0.0450 0.106
C -1.1419 1.5211 -0.3228 -0.083
C -0.7745 0.3534 0.6446 -0.231
N 0.2022 -1.7374 0.1777 -0.157
N 0.1749 -0.5572 0.0251 -0.026
I 3.7676 1.2335 -0.3030 0.393
H 0.6161 -3.7756 -0.1415 0.032
H 2.9104 0.0347 -0.8083 -0.411
H -1.7912 2.2250 0.1212 0.050
H -0.2820 2.0616 -0.4201 0.020
H -1.5397 1.2428 -1.3314 0.094
H -0.4862 0.6078 1.6094 0.069
H -1.7639 -0.3333 0.7940 0.143



15
Properties=species:S:1:pos:R:3:lowdin_charge:R:1 method="wB97M-V/def2-TZVPD" orbital_gap_ev="8.438 / 5.778" homo_ha="-0.289 / -0.346" multiplicity=3 de_lowest_ev=0.000 e_lumo_ev="0.568 / -3.636"
C 0.0911 -0.0294 -1.1862 -0.204
C -0.4133 -1.4257 -0.8802 -0.296
C 0.3710 1.6870 0.5380 -0.168
N 0.5916 0.3874 0.1025 -0.311
O 1.9155 -1.1635 1.9831 -0.316
O 0.4726 -2.1033 0.0116 -0.228
P 0.7534 -0.9655 1.1473 0.666
I -2.8517 0.2326 1.9237 0.206
H 1.0394 -0.2254 -1.9372 0.168
H -0.6701 0.7389 -1.5716 0.149
H -1.3400 -1.2678 -0.3563 0.035
H -0.5922 -2.0051 -1.7875 0.127
H 0.4706 2.3997 -0.2337 0.079
H -0.6869 1.8812 0.7777 0.008
H 0.8490 1.8589 1.4688 0.083



14
Properties=species:S:1:pos:R:3:lowdin_charge:R:1 method="wB97M-V/def2-TZVPD" orbital_gap_ev="6.904 / 5.962" homo_ha="-0.312 / -0.306" de_lowest_ev=0.597 e_lumo_ev="-1.596 / -2.359"
C -0.3781 -0.0505 -1.2594 -0.123
C -1.3692 -0.0499 1.0635 -0.118
C -0.0977 -0.0781 0.2284 -0.664
O 0.7033 2.4032 -0.3500 -0.529
S 2.8701 -2.3308 0.2983 -0.329
S 0.9360 1.4006 0.6724 0.749
I 3.2637 -0.0633 -0.0666 0.526
H -0.9093 0.8624 -1.5152 0.077
H 0.5442 -0.0814 -1.8354 0.061
H -0.9895 -0.9045 -1.5416 0.090
H -1.1414 -0.0603 2.1256 0.074
H -1.9711 -0.9280 0.8379 0.087
H -1.9575 0.8364 0.8362 0.082
H 0.4965 -0.9557 0.5060 0.016



11
Properties=species:S:1:pos:R:3:lowdin_charge:R:1 method="wB97M-V/def2-TZVPD" orbital_gap_ev=8.952 homo_ha=-0.285 smiles="C=CNC" de_lowest_ev=0.623 e_lumo_ev=1.187
C -1.5554 0.5502 0.9812 -0.032
C -0.6389 -0.1892 0.3475 -0.255
N 0.5505 0.2659 -0.1760 -0.107
C 1.3818 -0.5292 -1.0216 -0.133
H -1.5585 1.5959 1.2424 0.038
H -2.4609 0.0081 1.2290 0.032
H -0.7971 -1.2359 0.1109 0.108
H 0.8572 1.1618 0.1357 0.119
H 2.1651 0.0708 -1.4823 0.078
H 0.7736 -1.0033 -1.7971 0.079
H 1.9743 -1.3446 -0.5812 0.074



11
Properties=species:S:1:pos:R:3:lowdin_charge:R:1 method="wB97M-V/def2-TZVPD" orbital_gap_ev=9.580 homo_ha=-0.313 de_lowest_ev=1.752 e_lumo_ev=1.059
C -0.5752 0.2516 0.0480 -0.318
C -0.9057 -1.1812 0.0036 -0.094
C 1.5142 0.5267 -0.0175 0.018
N -1.3536 1.2040 0.0143 0.101
H -0.9853 -1.5649 1.0192 0.081
H -1.8624 -1.3245 -0.4988 0.078
H -0.1278 -1.7340 -0.5146 0.069
H 1.6654 1.5083 0.3962 0.003
H 1.7484 0.4332 -1.0601 0.004
H 1.8801 -0.2719 0.6045 0.003
H -0.9982 2.1527 0.0051 0.054



11
Properties=species:S:1:pos:R:3:lowdin_charge:R:1 method="wB97M-V/def2-TZVPD" orbital_gap_ev=9.147 homo_ha=-0.296 smiles="C=C(C)N" de_lowest_ev=0.768 e_lumo_ev=1.105
C 0.7188 -0.9670 -0.0545 -0.109
C -0.1663 0.1506 0.0081 -0.533
C -1.3976 0.1274 -0.4555 0.000
N 0.3759 1.2225 0.7398 0.074
H 0.3271 -1.9969 0.2188 0.097
H 1.7083 -1.0255 0.4339 0.069
H 1.1298 -1.1460 -1.1534 0.123
H -2.0728 0.9616 -0.3920 0.040
H -1.9562 -0.6192 -1.0408 0.064
H 1.2730 1.1231 1.1870 0.077
H 0.0600 2.1693 0.5086 0.098



11
Properties=species:S:1:pos:R:3:lowdin_charge:R:1 method="wB97M-V/def2-TZVPD" orbital_gap_ev=10.193 homo_ha=-0.329 de_lowest_ev=0.924 e_lumo_ev=1.231
C 0.9688 -0.4776 -0.0698 -0.167
C 0.4228 0.9238 0.0986 -0.244
C -0.5048 -0.8777 0.1021 -0.264
H 1.7783 -0.7462 0.6501 0.107
H 1.3487 -0.6713 -1.1091 0.114
H 0.8793 1.6574 -0.5296 0.089
H 0.4164 1.2606 1.1436 0.109
H -1.7018 0.8137 0.3275 0.115
H -0.7319 -1.1927 1.1469 0.113
H -0.8564 -1.6832 -0.5422 0.095
N -0.9219 0.4501 -0.2676 -0.066



The max |F| results, record by record, are as follows: 3.01, 5.37, 4.55, 5.65, 4.87, 5.37, 2.88, 1.74, 1.38, 4.56, 6.48, 2.39 eV/Å.